{"formula": "C2H3OPS2", "method": "ωB97M-V with the def2-TZVPD basis set", "homo_ev": -9.20, "homo_lumo_gap_ev": 9.455, "smiles": "C#C[P@](O)(=S)S", "symbols": ["S", "S", "P", "O", "C", "C", "H", "H", "H"], "positions_angstrom": [[-2.0314, -0.4882, -1.3607], [1.0633, -1.7760, -0.1286], [-0.2585, -0.1569, -0.6272], [0.7829, 0.5182, -1.5369], [-0.2828, 1.2327, 1.9490], [-0.1169, 0.7280, 0.8459], [0.7370, 0.7274, -2.4935], [0.2160, -2.4779, 0.5159], [-0.1094, 1.6927, 2.8361]]}